# 1
This record from the OMol25 dataset describes a molecular structure, C21H22GdN3O4SSe2. The level of theory is ωB97M-V/def2-TZVPD.

XYZ file:
```
54
C21H22GdN3O4SSe2 ωB97M-V/def2-TZVPD
Gd 0.774 -0.321 -0.175
C 2.788 -1.620 4.554
C 1.951 -0.360 4.498
C 2.784 0.877 4.171
C 0.744 -0.454 3.605
C -0.029 0.678 3.376
C -1.192 0.650 2.589
C -1.601 -0.544 1.943
C -3.001 -0.704 1.336
C -0.712 -1.644 2.036
C 0.427 -1.611 2.902
H 3.708 -1.474 5.118
H 3.076 -1.980 3.556
H 2.284 -2.444 5.032
H 1.540 -0.187 5.508
H 3.412 0.730 3.305
H 3.464 1.078 4.989
H 2.136 1.746 4.030
H 0.233 1.611 3.878
H -1.851 1.538 2.543
H -3.699 -1.074 2.084
H -3.002 -1.405 0.464
H -3.425 0.234 0.942
H -1.001 -2.584 1.564
H 1.057 -2.500 3.021
S -0.249 -3.047 -1.161
C 0.174 -2.230 -2.633
C -0.215 -2.653 -3.948
C 0.271 -1.973 -5.075
C 1.091 -0.850 -4.886
C 1.332 -0.440 -3.584
N 0.837 -1.062 -2.498
H -0.922 -3.476 -4.023
H -0.002 -2.331 -6.061
H 1.432 -0.264 -5.725
H 2.003 0.408 -3.399
Se 0.182 3.159 -0.951
N -0.644 1.494 -0.980
C -1.725 1.622 -1.745
C -2.736 0.668 -1.941
C -3.487 0.761 -3.119
C -3.449 1.882 -3.970
C -2.676 2.992 -3.714
C -1.767 2.888 -2.607
N -0.852 3.801 -2.340
H -2.793 -0.182 -1.270
H -4.165 -0.046 -3.383
H -4.095 1.832 -4.890
H -2.716 3.944 -4.273
O 4.486 1.662 0.454
Se 3.023 1.088 0.290
O 1.687 1.921 0.806
O 2.577 -0.397 0.987
O 2.533 0.593 -1.235
```

Summary:
- Energy relative to the best compared isomer or geometry (same formula, charge and spin): 4.424 eV
- Max |F|: 2.6 eV/A
- HOMO energy (alpha / beta): -5.24 / -7.34 eV
- Spin multiplicity: 8

Löwdin population analysis, charges in e, atoms 1 to 4: number 1, Gd, carries 1.47; number 2, C, carries -0.08; number 3, C, carries -0.37; number 4, C, carries -0.05

---

# 2
This record from the OMol25 dataset describes a molecular structure, C21H22InNTe4. The level of theory is ωB97M-V/def2-TZVPD.

XYZ file:
```
49
C21H22InNTe4 ωB97M-V/def2-TZVPD
In -0.586 1.236 -0.097
C -2.917 -3.628 2.824
C -2.286 -2.234 2.899
C -1.542 -2.048 4.215
C -1.429 -1.978 1.675
C -0.043 -1.873 1.736
C 0.713 -1.633 0.598
C 0.114 -1.502 -0.658
C 0.942 -1.437 -1.916
C -1.287 -1.554 -0.711
C -2.037 -1.796 0.436
H -3.589 -3.786 3.668
H -2.143 -4.397 2.859
H -3.488 -3.769 1.905
H -3.093 -1.493 2.866
H -0.752 -2.794 4.335
H -2.234 -2.167 5.050
H -1.088 -1.059 4.295
H 0.466 -1.944 2.687
H 1.793 -1.572 0.684
H 1.555 -0.537 -1.964
H 0.311 -1.460 -2.803
H 1.622 -2.289 -1.956
H -1.781 -1.454 -1.671
H -3.118 -1.840 0.355
Te 0.536 2.508 3.823
Te 2.181 0.447 4.044
Te -1.000 2.662 5.943
Te -1.645 1.561 2.284
C 3.848 2.238 0.051
C 4.059 2.693 -1.239
C 3.026 2.645 -2.160
C 1.788 2.144 -1.780
N 1.597 1.727 -0.514
C 2.592 1.765 0.376
C 0.631 2.012 -2.711
C 0.769 2.258 -4.077
C -0.317 2.118 -4.924
C -1.551 1.735 -4.417
C -1.690 1.486 -3.058
C -0.606 1.613 -2.196
H 4.624 2.248 0.803
H 5.024 3.087 -1.532
H 3.183 3.001 -3.167
H 2.383 1.386 1.373
H 1.723 2.549 -4.496
H -0.200 2.308 -5.982
H -2.401 1.630 -5.079
H -2.660 1.187 -2.677
```

Summary:
- Energy relative to the best compared isomer or geometry (same formula, charge and spin): 1.811 eV
- Max |F|: 0.2 eV/A
- HOMO energy: -6.69 eV

Löwdin population analysis, charges in e, atoms 1 to 4: number 1, In, carries 0.57; number 2, C, carries -0.06; number 3, C, carries -0.40; number 4, C, carries -0.08

---

# 3
This record from the OMol25 dataset describes a single C21H22N2O4 molecule. The level of theory is ωB97M-V/def2-TZVPD.

XYZ file:
```
49
C21H22N2O4 ωB97M-V/def2-TZVPD
O -0.846 0.213 -0.348
C -0.279 -0.410 0.528
N 1.045 -0.214 0.800
C 1.894 0.389 -0.210
C 2.442 -0.680 -1.188
C 1.400 -1.720 -1.496
C 1.295 -2.859 -0.706
C 0.294 -3.787 -0.931
C -0.616 -3.585 -1.954
C -0.511 -2.460 -2.754
C 0.490 -1.534 -2.528
C 1.136 1.490 -0.962
O 1.093 1.508 -2.191
N 0.679 2.518 -0.239
C 0.662 2.683 1.197
C 0.796 4.193 1.367
C -0.039 4.738 0.210
C 0.063 3.676 -0.888
C -1.332 3.347 -1.492
O -2.333 3.868 -1.083
O -1.316 2.516 -2.509
C -0.973 -1.402 1.388
C -2.079 -2.048 0.842
C -2.749 -3.015 1.566
C -2.330 -3.333 2.848
C -1.246 -2.676 3.406
C -0.564 -1.715 2.681
H 1.502 -0.899 1.384
H 2.741 0.870 0.299
H 2.749 -0.172 -2.102
H 3.315 -1.154 -0.732
H 2.007 -3.029 0.093
H 0.221 -4.663 -0.303
H -1.403 -4.304 -2.126
H -1.219 -2.297 -3.554
H 0.559 -0.647 -3.139
H -0.295 2.329 1.598
H 1.472 2.130 1.672
H 1.842 4.485 1.254
H 0.440 4.534 2.336
H -1.088 4.828 0.498
H 0.307 5.710 -0.133
H 0.709 3.983 -1.723
H -0.428 2.082 -2.617
H -2.389 -1.778 -0.156
H -3.600 -3.519 1.134
H -2.852 -4.089 3.417
H -0.931 -2.912 4.412
H 0.265 -1.193 3.138
```

Summary:
- SMILES: O=C(N[C@@H](Cc1ccccc1)C(=O)N1CCC[C@@H]1C(=O)O)c1ccccc1
- Energy relative to the best compared isomer or geometry (same formula, charge and spin): 0.253 eV
- Max |F|: 0.8 eV/A
- HOMO energy: -9.04 eV

Löwdin population analysis, charges in e, atoms 1 to 4: number 1, O, carries 0.11; number 2, C, carries -0.43; number 3, N, carries 0.11; number 4, C, carries -0.18

---

# 4
This record from the OMol25 dataset describes a single C21H22N2O5 molecule. The level of theory is ωB97M-V/def2-TZVPD.

XYZ file:
```
50
C21H22N2O5 ωB97M-V/def2-TZVPD
C 0.772 3.706 1.141
C -0.266 3.299 0.037
O -1.316 2.451 0.594
C -2.637 2.384 -0.103
C -2.539 1.452 -1.285
N -2.388 0.047 -0.876
C -1.690 -0.319 0.336
N -1.324 -1.714 0.076
C -0.400 -2.529 0.961
C 0.747 -1.790 1.688
C 0.904 -1.860 3.041
C 2.004 -1.342 3.737
O 1.898 -1.444 4.964
O 3.073 -0.844 3.123
C 2.961 -0.504 1.788
C 4.011 0.222 1.157
O 5.134 0.448 1.904
C 3.919 0.663 -0.107
O 5.011 1.096 -0.712
C 2.661 0.567 -0.703
C 1.585 -0.183 -0.141
C 1.751 -0.777 1.099
C -1.766 -2.022 -1.235
C -1.928 -3.243 -1.844
C -2.440 -3.260 -3.157
C -3.011 -2.120 -3.792
C -2.969 -0.992 -3.061
C -2.442 -0.949 -1.764
H 0.117 3.985 2.049
H 1.511 4.461 0.853
H 1.347 2.752 1.422
H -0.643 4.220 -0.562
H 0.227 2.824 -0.801
H -3.478 2.164 0.563
H -2.895 3.419 -0.452
H -1.719 1.824 -1.953
H -3.468 1.691 -1.796
H -2.291 -0.250 1.186
H -0.773 0.270 0.435
H -1.029 -3.117 1.596
H 0.020 -3.276 0.265
H 0.100 -2.311 3.599
H 5.239 -0.197 2.675
H 5.825 1.037 -0.215
H 2.608 0.930 -1.642
H 0.671 -0.268 -0.680
H -1.510 -4.072 -1.246
H -2.557 -4.227 -3.707
H -3.375 -2.223 -4.885
H -3.238 -0.081 -3.570
```

Summary:
- SMILES: CCOCCN1CN(Cc2cc(=O)oc3c(O)c(O)ccc23)c2ccccc21
- Energy relative to the best compared isomer or geometry (same formula, charge and spin): 6.275 eV
- Max |F|: 5.3 eV/A
- HOMO energy: -6.83 eV

Löwdin population analysis, charges in e, atoms 1 to 4: number 1, C, carries -0.07; number 2, C, carries -0.27; number 3, O, carries -0.20; number 4, C, carries -0.16

---

# 5
This record from the OMol25 dataset describes a single C21H22N2O6S3 molecule. The level of theory is ωB97M-V/def2-TZVPD.

XYZ file:
```
54
C21H22N2O6S3 ωB97M-V/def2-TZVPD
C -3.688 -3.130 0.249
C -3.442 -1.731 0.804
C -4.530 -0.763 0.390
S -4.211 0.846 1.155
O -5.323 1.729 0.944
O -3.748 0.679 2.505
C -2.832 1.475 0.203
N -2.424 0.936 -0.889
C -1.376 1.594 -1.425
S -0.461 0.864 -2.766
O -1.340 0.409 -3.801
O 0.577 1.812 -3.119
C 0.292 -0.532 -1.942
C -0.487 -1.639 -1.664
C 0.069 -2.694 -0.967
C 1.400 -2.651 -0.553
C 1.984 -3.801 0.207
C 2.164 -1.529 -0.853
C 1.609 -0.461 -1.538
C -0.926 2.682 -0.703
N 0.057 3.534 -1.055
C 0.937 4.099 -0.044
C 1.920 3.043 0.398
C 3.127 2.895 -0.268
C 4.011 1.859 0.028
C 3.627 0.973 1.004
C 2.410 1.110 1.675
C 1.543 2.135 1.394
O 2.274 0.096 2.582
C 3.459 -0.664 2.494
O 4.281 -0.134 1.476
S -1.939 2.882 0.714
H -2.905 -3.808 0.578
H -4.642 -3.517 0.597
H -3.700 -3.113 -0.838
H -2.481 -1.356 0.445
H -3.404 -1.759 1.894
H -4.548 -0.578 -0.680
H -5.515 -1.070 0.736
H -1.508 -1.657 -2.010
H -0.527 -3.566 -0.743
H 3.061 -3.696 0.309
H 1.542 -3.855 1.201
H 1.771 -4.741 -0.300
H 3.201 -1.490 -0.554
H 2.187 0.418 -1.778
H 0.526 3.220 -1.909
H 1.451 4.952 -0.490
H 0.323 4.442 0.792
H 3.394 3.600 -1.041
H 4.950 1.751 -0.488
H 0.612 2.234 1.927
H 3.995 -0.626 3.457
H 3.208 -1.709 2.260
```

Summary:
- SMILES: CCCS(=O)(=O)c1nc(S(=O)(=O)c2ccc(C)cc2)c(NCc2ccc3c(c2)OCO3)s1
- Energy relative to the best compared isomer or geometry (same formula, charge and spin): 0.000 eV
- Max |F|: 1.3 eV/A
- HOMO energy: -8.39 eV

Löwdin population analysis, charges in e, atoms 1 to 4: number 1, C, carries -0.10; number 2, C, carries -0.29; number 3, C, carries -0.24; number 4, S, carries 0.64

---

# 6
This record from the OMol25 dataset describes a single C21H22N4O4S molecule. The level of theory is ωB97M-V/def2-TZVPD.

XYZ file:
```
52
C21H22N4O4S ωB97M-V/def2-TZVPD
O -1.764 -3.268 -2.399
C -1.191 -2.196 -2.351
N -1.447 -1.173 -3.198
C -2.604 -1.211 -4.062
C -3.898 -0.877 -3.309
C -3.827 0.460 -2.555
N -3.235 0.352 -1.242
C -4.005 -0.111 -0.109
C -2.956 -0.280 0.994
C -1.854 0.696 0.589
C -2.017 0.815 -0.913
O -1.195 1.243 -1.705
C -0.148 -1.897 -1.317
C -0.247 -2.577 -0.099
C 0.627 -2.298 0.928
C 1.624 -1.338 0.753
C 2.541 -1.016 1.851
O 2.482 -1.524 2.950
N 3.515 -0.065 1.553
C 4.429 0.315 2.618
C 4.091 1.667 3.160
C 2.896 2.308 3.300
C 3.195 3.571 3.868
C 4.544 3.596 4.030
O 5.093 2.447 3.603
C 3.631 0.577 0.348
S 4.786 1.705 0.034
N 2.745 0.243 -0.628
C 1.745 -0.683 -0.479
C 0.859 -0.968 -1.515
H -1.109 -0.250 -2.951
H -2.444 -0.499 -4.874
H -2.681 -2.220 -4.473
H -4.716 -0.838 -4.029
H -4.107 -1.682 -2.602
H -3.230 1.179 -3.123
H -4.837 0.865 -2.433
H -4.763 0.637 0.161
H -4.516 -1.047 -0.346
H -2.566 -1.298 0.985
H -3.363 -0.074 1.982
H -2.005 1.687 1.023
H -0.854 0.359 0.852
H -1.020 -3.322 0.010
H 0.564 -2.800 1.881
H 5.453 0.331 2.234
H 4.336 -0.451 3.394
H 1.928 1.932 3.035
H 2.498 4.346 4.116
H 5.207 4.341 4.421
H 2.835 0.747 -1.500
H 0.974 -0.458 -2.459
```

Summary:
- SMILES: O=C(NCCCN1CCCC1=O)c1ccc2c(=O)n(Cc3ccco3)c(=S)[nH]c2c1
- Energy relative to the best compared isomer or geometry (same formula, charge and spin): 0.000 eV
- Max |F|: 0.9 eV/A
- HOMO energy: -8.23 eV

Löwdin population analysis, charges in e, atoms 1 to 4: number 1, O, carries 0.07; number 2, C, carries -0.45; number 3, N, carries 0.07; number 4, C, carries -0.17

---

# 7
This record from the OMol25 dataset describes a molecular structure, C21H22N4O4TcTe. The level of theory is ωB97M-V/def2-TZVPD.

XYZ file:
```
53
C21H22N4O4TcTe ωB97M-V/def2-TZVPD
Tc 0.801 -0.281 -1.485
C -0.175 -3.794 2.625
C 0.493 -4.003 1.282
N 0.935 -2.713 0.742
C 0.758 -1.510 1.327
N 0.828 -0.408 0.592
C 0.889 0.846 1.360
C -0.154 0.827 2.462
C 0.207 -0.289 3.414
N 0.582 -1.492 2.666
C 0.637 -2.764 3.386
H -0.230 -4.736 3.170
H -1.192 -3.416 2.493
H -0.187 -4.471 0.569
H 1.361 -4.653 1.396
H 1.124 -2.651 -0.247
H 0.716 1.685 0.698
H 1.888 0.965 1.791
H -1.133 0.644 2.013
H -0.194 1.776 2.996
H -0.628 -0.537 4.070
H 1.047 0.011 4.044
H 0.252 -2.596 4.389
H 1.676 -3.096 3.476
Te 3.301 -0.126 -2.139
O 2.488 1.864 -1.971
C 1.330 2.388 -1.752
O 0.286 1.703 -1.536
C 1.263 3.861 -1.749
C 2.430 4.620 -1.794
C 2.356 6.004 -1.765
C 1.122 6.633 -1.700
C -0.018 5.855 -1.657
C 0.021 4.480 -1.676
N -1.338 6.529 -1.577
O -1.345 7.737 -1.638
O -2.314 5.824 -1.445
H 3.390 4.126 -1.850
H 3.261 6.595 -1.794
H 1.033 7.710 -1.682
H -0.896 3.910 -1.635
C -0.175 -1.692 -1.755
C -1.234 -2.660 -1.728
C -0.972 -3.987 -2.084
C -1.984 -4.928 -2.012
C -3.250 -4.555 -1.576
C -3.518 -3.237 -1.222
C -2.517 -2.285 -1.306
H 0.019 -4.262 -2.427
H -1.786 -5.954 -2.293
H -4.038 -5.296 -1.522
H -4.509 -2.952 -0.895
H -2.708 -1.250 -1.047
```

Summary:
- Net charge: +1
- Energy relative to the best compared isomer or geometry (same formula, charge and spin): 1.605 eV
- Max |F|: 2.6 eV/A
- HOMO energy (alpha / beta): -10.76 / -10.75 eV

Löwdin population analysis, charges in e, atoms 1 to 4: number 1, Tc, carries 0.99; number 2, C, carries -0.14; number 3, C, carries -0.15; number 4, N, carries 0.09

---

# 8
This record from the OMol25 dataset describes a single C21H22N6O3S2 molecule. The level of theory is ωB97M-V/def2-TZVPD.

XYZ file:
```
54
C21H22N6O3S2 ωB97M-V/def2-TZVPD
C 1.223 5.226 0.260
C 0.290 4.021 0.327
C 1.007 2.781 0.702
N 0.609 1.957 1.601
N 1.387 0.884 1.746
C 2.401 0.892 0.943
N 3.274 -0.163 0.867
C 4.057 -0.371 -0.245
O 4.401 0.522 -0.970
C 4.452 -1.822 -0.455
S 3.094 -2.966 -0.027
C 1.794 -2.038 -0.734
N 1.978 -1.149 -1.666
N 0.803 -0.542 -1.861
C -0.097 -1.067 -1.060
C -1.452 -0.559 -0.984
C -2.529 -1.348 -0.658
C -3.813 -0.808 -0.486
C -4.921 -1.608 -0.135
C -6.151 -1.047 0.063
C -6.328 0.338 -0.087
C -5.277 1.139 -0.432
C -3.993 0.592 -0.643
C -2.898 1.380 -1.032
C -1.654 0.833 -1.239
O -0.663 1.638 -1.668
N 0.496 -2.052 -0.301
C 0.021 -2.806 0.834
C -0.296 -1.908 2.037
O -1.639 -1.494 1.954
C -1.932 -0.361 2.739
S 2.497 2.277 -0.100
H 0.662 6.116 -0.015
H 2.001 5.064 -0.483
H 1.695 5.398 1.225
H -0.173 3.857 -0.650
H -0.503 4.182 1.059
H 3.061 -0.942 1.480
H 5.289 -2.101 0.186
H 4.724 -1.960 -1.501
H -2.408 -2.413 -0.536
H -4.775 -2.672 -0.016
H -6.995 -1.663 0.335
H -7.308 0.765 0.073
H -5.411 2.205 -0.551
H -3.029 2.438 -1.199
H 0.113 1.093 -1.924
H 0.812 -3.515 1.093
H -0.878 -3.363 0.568
H 0.372 -1.033 2.050
H -0.134 -2.480 2.964
H -2.972 -0.115 2.535
H -1.805 -0.578 3.806
H -1.292 0.485 2.467
```

Summary:
- SMILES: CCc1nnc(NC(=O)CSc2nnc(-c3cc4ccccc4cc3O)n2CCOC)s1
- Energy relative to the best compared isomer or geometry (same formula, charge and spin): 0.452 eV
- Max |F|: 1.5 eV/A
- HOMO energy: -7.85 eV

Löwdin population analysis, charges in e, atoms 1 to 4: number 1, C, carries -0.11; number 2, C, carries -0.25; number 3, C, carries -0.58; number 4, N, carries 0.01

---

# 9
This record from the OMol25 dataset describes a molecular structure, C21H22O19Pd4. The level of theory is ωB97M-V/def2-TZVPD.

XYZ file:
```
66
C21H22O19Pd4 ωB97M-V/def2-TZVPD
Pd -1.740 4.078 -4.195
Pd 1.522 6.303 -3.501
Pd 3.747 1.053 2.349
Pd 1.938 3.418 -6.060
C 0.582 1.419 -0.684
C 1.676 1.259 0.166
C 2.992 2.146 -0.139
O 3.932 2.139 0.623
C 3.078 2.940 -1.375
C 1.969 2.977 -2.136
C 0.581 2.246 -1.777
O -0.522 2.403 -2.470
O 2.139 3.711 -3.230
O 1.770 0.748 1.236
H -0.357 0.925 -0.479
H 4.030 3.297 -1.738
C 3.873 -4.465 1.886
C 4.749 -4.393 0.631
O 4.594 -2.997 0.235
C 4.140 -2.297 1.154
O 4.048 -1.063 1.204
O 3.921 -3.069 2.235
H 4.366 -5.089 2.632
H 2.812 -4.683 1.760
H 4.479 -5.135 -0.121
H 5.740 -4.705 0.960
C -2.930 -0.628 -1.643
C -3.611 0.470 -2.403
O -3.289 0.147 -3.798
C -2.737 -0.975 -3.837
O -2.385 -1.470 -4.986
O -2.549 -1.459 -2.616
H -3.481 -1.057 -0.807
H -1.952 -0.305 -1.287
H -3.198 1.448 -2.159
H -4.698 0.399 -2.425
C -2.155 0.775 3.944
C -1.457 -0.330 3.157
O -1.006 -1.166 4.230
C -1.066 -0.648 5.416
O -0.666 -1.324 6.388
O -1.865 0.470 5.311
H -3.206 0.557 3.753
H -1.808 1.780 3.704
H -0.723 0.069 2.456
H -2.214 -0.701 2.466
C -0.255 -2.927 -0.628
C 0.121 -3.355 -2.062
O 1.255 -4.101 -1.780
C 1.110 -4.723 -0.661
O 1.632 -5.742 -0.371
O 0.307 -4.029 0.082
H -1.340 -3.010 -0.580
H 0.014 -1.875 -0.541
H 0.470 -2.578 -2.743
H -0.677 -3.843 -2.623
C -1.675 3.503 0.753
C -2.541 4.722 0.743
O -3.752 4.151 0.418
C -3.709 2.791 0.836
O -4.693 2.115 1.075
O -2.491 2.437 1.107
H -0.950 3.488 1.567
H -1.095 3.158 -0.103
H -2.135 5.233 -0.130
H -2.656 5.369 1.613
```

Summary:
- Net charge: +7
- Max |F|: 7.7 eV/A
- HOMO energy (alpha / beta): -25.51 / -25.45 eV
- Spin multiplicity: 10

Löwdin population analysis, charges in e, atoms 1 to 4: number 1, Pd, carries 0.88; number 2, Pd, carries 0.89; number 3, Pd, carries 1.36; number 4, Pd, carries 0.92